Entry 1:
{
  "formula": "C11H8N2",
  "method": "ωB97M-V with the def2-TZVPD basis set",
  "symbols": ["C", "C", "C", "C", "C", "C", "C", "C", "C", "C", "C", "N", "N", "H", "H", "H", "H", "H", "H", "H", "H"],
  "xyz": [[2.590, -0.943, -0.523], [2.532, 0.435, -0.286], [1.428, -1.713, -0.585], [1.246, 0.908, 0.008], [0.149, -1.327, -0.088], [0.150, 0.024, 0.230], [-1.883, -1.644, 1.268], [-1.097, -2.033, 0.241], [-1.969, 0.155, -1.483], [-1.668, 1.247, -0.612], [-1.968, -0.200, 1.255], [-2.359, -0.779, -2.032], [-1.057, 0.621, 0.587], [3.418, -1.574, -0.725], [3.386, 0.999, -0.279], [1.413, -2.797, -0.782], [1.281, 2.000, 0.144], [-2.578, -2.362, 1.603], [-1.053, 2.079, -0.850], [-2.497, 1.868, -0.454], [-2.901, 0.331, 1.313]],
  "lowdin_charge": [-0.0747, -0.0552, -0.0223, -0.0017, -0.1825, -0.2303, -0.1051, 0.0241, -0.1922, -0.1212, -0.0126, 0.2178, -0.0779, 0.0913, 0.0749, 0.1160, 0.1182, 0.0807, 0.1193, 0.1171, 0.1161],
  "gap_ha": [0.25891, 0.25971],
  "mol_weight_g_mol": 168.199,
  "lumo_energy_ev": [-0.26, -0.26],
  "de_lowest_ev": 5.842,
  "total_energy_ha": -533.2684,
  "max_force_ev_per_a": 4.24
}

=====

Entry 2:
{
  "formula": "C11H9BN7PtS4",
  "method": "ωB97M-V with the def2-TZVPD basis set",
  "symbols": ["Pt", "N", "C", "N", "C", "C", "S", "C", "C", "S", "C", "N", "N", "H", "H", "H", "H", "H", "H", "S", "C", "C", "N", "C", "S", "C", "N", "B", "C", "N", "H", "H", "H"],
  "xyz": [[-0.297, -0.237, 0.161], [2.932, -2.041, -0.207], [3.036, -0.705, -0.114], [2.023, 0.121, -0.139], [2.438, 1.437, -0.036], [3.771, 1.619, 0.047], [4.577, 0.090, 0.011], [1.395, 2.472, 0.000], [1.573, 3.799, 0.146], [0.040, 4.598, 0.173], [-0.748, 3.061, -0.039], [0.081, 2.057, -0.109], [-2.083, 2.948, -0.163], [2.004, -2.447, -0.186], [3.714, -2.627, 0.015], [4.323, 2.538, 0.145], [2.492, 4.349, 0.261], [-2.669, 3.701, 0.147], [-2.469, 2.000, -0.162], [-2.735, -0.185, 0.267], [-2.941, 0.237, 1.956], [-4.300, 0.505, 2.358], [-5.393, 0.739, 2.634], [-1.940, 0.355, 2.857], [-0.248, 0.094, 2.539], [-2.246, 0.734, 4.217], [-2.453, 1.051, 5.303], [0.181, -5.034, -0.170], [-0.074, -3.472, -0.209], [-0.127, -2.319, -0.282], [1.290, -5.175, 0.323], [0.159, -5.429, -1.320], [-0.677, -5.558, 0.506]],
  "lowdin_charge": [0.6807, 0.1303, -0.6761, -0.0255, -0.3405, -0.3622, 1.0348, -0.3439, -0.3599, 1.0360, -0.6862, -0.0437, 0.1033, 0.0500, 0.1005, 0.0695, 0.0694, 0.0972, -0.0205, 0.5230, -0.7514, -0.2990, 0.1374, -0.7616, 0.5382, -0.2983, 0.1417, -0.4296, -0.2206, -0.0689, -0.0101, -0.0067, -0.0075],
  "gap_ha": [0.23003, 0.22925],
  "s_squared": 2.007,
  "total_charge": -1,
  "mol_weight_g_mol": 573.400,
  "lumo_energy_ev": [1.95, 1.73],
  "de_lowest_ev": 0.000,
  "total_energy_ha": -2544.8918,
  "multiplicity": 3,
  "max_force_ev_per_a": 0.46
}